Version P
Below is 5 unconnected molecules or ions with the total composition C5H20O5, with properties calculated with the ωB97M-V functional and the def2-TZVPD basis.

Computed properties:
**LUMO energy**: 0.28 eV
**Kohn-Sham gap**: 10.39 eV

Structure (XYZ):
```
30
Properties=species:S:1:pos:R:3:nbo_charge:R:1
O -4.1322 -3.6195 4.0251 -0.714
H 2.9872 -1.0879 1.8883 0.169
H 3.9518 0.2797 2.5743 0.170
O -2.2726 -1.6858 0.0033 -0.737
H -0.6748 3.6390 -3.1046 0.184
H 2.8355 0.6996 -5.1258 0.185
H -0.3778 3.9503 -1.4393 0.153
C -1.1808 3.7336 -2.1438 -0.247
H -4.5683 -3.2668 3.2460 0.469
O 3.6218 0.3666 -3.2853 -0.748
H -0.2791 -2.3026 0.0611 0.167
O -2.1295 4.7612 -2.1811 -0.713
H 4.6081 -0.6925 1.3723 0.183
H 2.6906 1.4575 1.1747 0.475
H 2.6882 -0.9378 -4.4219 0.168
C -0.8659 -1.3841 0.0726 -0.246
H 3.3776 0.4026 -2.3575 0.481
C -3.5042 -2.5407 4.6406 -0.256
H -4.1674 -2.0416 5.3471 0.162
H -0.5452 -0.7213 -0.7311 0.166
H -2.5726 -1.8515 -0.8934 0.469
C 2.5580 0.1290 -4.2395 -0.258
H -2.5026 4.8845 -1.3052 0.466
H -1.5250 2.7566 -1.8045 0.157
H -2.6160 -2.7866 5.2226 0.173
C 3.6558 -0.2547 1.6716 -0.252
O 3.1032 0.7049 0.7446 -0.745
H -0.6750 -0.8873 1.0239 0.180
H 1.5074 0.1937 -3.9564 0.171
H -2.9962 -1.8982 3.9214 0.167
```

Version Q
Below is 5 unconnected molecules or ions with the total composition C5H20O5, with properties calculated with the ωB97M-V functional and the def2-TZVPD basis.

Computed properties:
**LUMO energy**: 0.30 eV
**Kohn-Sham gap**: 10.12 eV

Structure (XYZ):
```
30
Properties=species:S:1:pos:R:3:nbo_charge:R:1
C -3.4417 -1.9734 -1.9270 -0.253
O 0.0917 0.5669 1.4688 -0.738
H 2.9743 2.5011 -2.4803 0.169
H 0.8331 4.5033 2.6415 0.170
H -3.8610 -0.9651 -1.7827 0.162
H 0.8466 0.6621 0.8823 0.482
H 2.0978 3.0765 -1.0600 0.181
C 1.4373 3.6784 2.2490 -0.253
H -3.6900 -2.3169 -2.9365 0.168
H 3.3369 3.5240 1.9260 0.464
H 1.2387 2.1546 -2.2812 0.164
H -1.9849 0.4720 1.3382 0.178
H -1.1913 -0.7161 0.4576 0.170
O 0.6598 -4.6934 0.7996 -0.725
H 1.3276 3.7311 1.1641 0.153
H 0.9817 2.7792 2.6655 0.188
H -3.9788 -2.6307 -1.2379 0.181
C -0.3820 -3.7730 0.4814 -0.248
C 2.1957 2.2419 -1.7569 -0.254
H 0.3647 -5.2112 1.5530 0.462
H -1.5924 -1.7443 -2.4378 0.467
H -1.2001 -4.1954 -0.1023 0.168
O 2.7927 3.8586 2.6424 -0.722
C -1.0890 0.3461 0.7292 -0.252
H -0.8300 -3.3621 1.3982 0.160
H 2.5986 0.3614 -1.5968 0.469
O -2.0561 -1.9764 -1.6284 -0.724
O 2.5370 1.0985 -0.9771 -0.727
H 0.0834 -2.9076 0.0140 0.182
H -1.1004 0.9097 -0.2059 0.157
```

Name the least stable of them. version P.

Version P
Below is 2 unconnected molecules or ions with the total composition C8H15NO, with properties calculated with the ωB97M-V functional and the def2-TZVPD basis.

Computed properties:
**LUMO energy**: 0.91 eV
**Kohn-Sham gap**: 9.72 eV

Structure (XYZ):
```
25
Properties=species:S:1:pos:R:3:nbo_charge:R:1
H -0.0826 -2.0083 -0.8775 0.243
H -0.3650 0.4904 2.1486 0.484
H 1.7072 0.3186 1.1242 0.375
H -2.3710 0.5062 1.3508 0.200
C -0.3731 -1.7401 2.2945 -0.359
C -1.0438 1.0577 -1.8005 -0.646
H 1.5230 -2.3655 -0.2322 0.239
H 0.2412 -3.5978 -0.1511 0.236
H -3.1452 0.3152 -0.2934 0.192
C -2.2780 0.5944 0.2826 -0.394
C -1.1512 0.9594 -0.3078 -0.005
H 2.9582 0.0302 -0.7621 0.201
N 1.1830 0.3753 0.2511 -0.655
H 0.3981 2.3537 0.1930 0.147
O -0.1452 1.3940 1.8632 -0.716
C 0.4566 -2.5308 -0.0892 -0.694
H 1.6147 0.5348 -1.7871 0.189
C 0.0917 1.3320 0.4903 0.227
H -2.0338 1.0715 -2.2514 0.221
H -0.7717 -1.6599 3.2669 0.242
C 2.0984 0.6953 -0.8265 -0.412
H 2.4599 1.7337 -0.7905 0.167
H -0.5124 1.9624 -2.0927 0.212
H -0.5032 0.2012 -2.2031 0.212
C 0.0441 -2.0237 1.2001 0.094
```

Version Q
Below is C8H15NO in the gas phase, with properties calculated with the ωB97M-V functional and the def2-TZVPD basis.

Computed properties:
**LUMO energy**: 0.24 eV
**Kohn-Sham gap**: 7.28 eV

Structure (XYZ):
```
25
Properties=species:S:1:pos:R:3:nbo_charge:R:1
C 0.0311 -0.9213 -0.1910 -0.266
H -1.1803 3.0596 -0.3041 0.340
H 2.2960 0.8540 -1.3089 0.213
C -0.3867 -0.1383 0.9617 0.523
H -1.7755 1.7927 -1.1663 0.329
C 0.2800 0.1201 -1.3157 0.301
H 0.1574 0.6441 2.8931 0.225
N -0.9285 2.3280 -0.9645 -0.496
C 0.5135 -0.0722 2.1545 -0.710
C -1.8228 0.1490 1.2272 -0.698
H -2.2144 -0.6605 1.8559 0.243
H 0.6896 -2.7812 0.7117 0.203
C 1.0631 -2.0185 0.0228 -0.612
H 0.5666 -1.0595 2.6259 0.253
C 1.5486 0.4757 -2.0074 -0.662
C -0.7279 -0.7954 -1.5188 -0.518
H -1.7940 -0.6314 -1.5777 0.197
H -1.9413 1.0830 1.7790 0.226
H -2.4144 0.1747 0.3157 0.234
H 1.5279 0.1886 1.8514 0.246
O -0.0365 1.4806 -0.2622 -0.479
H 1.3344 1.2653 -2.7310 0.239
H 1.9436 -0.3936 -2.5318 0.234
H 1.2571 -2.4971 -0.9346 0.238
H 2.0134 -1.6464 0.4149 0.196
```

Name the least stable of them. version Q.

Version P
Below is a molecular structure, C12H13N2O, with properties calculated with the ωB97M-V functional and the def2-TZVPD basis.

Computed properties:
**LUMO energy**: -5.62 eV
**Total charge**: +1
**Kohn-Sham gap**: 5.13 eV

Structure (XYZ):
```
28
Properties=species:S:1:pos:R:3:nbo_charge:R:1
H -2.0703 -1.2909 -0.9603 0.214
C 1.1044 -3.0080 0.2171 -0.158
C 0.7196 1.4673 -0.1362 0.210
H 1.5978 3.2562 0.1184 0.279
H -0.0653 4.9322 2.7656 0.304
C 1.0290 -1.6391 0.3236 -0.255
H 2.5672 1.3578 -0.9340 0.264
C -0.0688 -0.9748 -0.1069 -0.098
C 1.5422 1.2722 -1.2933 -0.688
C -0.1116 0.4453 0.3585 0.087
H 1.6001 0.2834 -1.7523 0.277
H 0.3614 -4.7579 -0.6404 0.216
H -2.7716 -3.5729 -1.7026 0.392
H -1.7498 -4.8577 -1.4479 0.395
H 1.9848 -3.5004 0.7080 0.232
C -0.9584 -3.1293 -1.0335 0.223
O -1.3981 1.8408 1.6178 -0.219
H 1.9000 -1.0841 0.7496 0.207
H -1.6519 4.0425 2.2340 0.301
N -1.1703 0.7221 1.1713 0.163
H -0.7225 5.0836 0.9515 0.287
N -1.8729 -3.8624 -1.5943 -0.749
C -0.1569 3.2549 1.2767 0.504
C 0.1777 -3.6947 -0.5122 -0.271
C 0.7038 2.7072 0.4897 -0.385
H 1.2930 1.9405 -2.0551 0.262
C -1.1196 -1.6807 -0.6754 -0.246
C -0.6931 4.4468 1.8625 -0.748
```

Version Q
Below is a gas-phase ion, C12H13N2O (charge +1), with properties calculated with the ωB97M-V functional and the def2-TZVPD basis.

Computed properties:
**LUMO energy**: -4.81 eV
**Total charge**: +1
**Kohn-Sham gap**: 8.19 eV

Structure (XYZ):
```
28
Properties=species:S:1:pos:R:3:nbo_charge:R:1
H -2.7842 2.0037 0.6920 0.233
O 0.0490 0.4967 1.6561 -0.501
N 1.3275 2.2299 -2.0203 -0.341
H 0.5134 -4.2694 -0.1360 0.238
H -2.4662 1.4315 2.3610 0.236
C 0.9990 1.6209 -0.7874 -0.139
H 1.5807 1.4717 -3.8619 0.213
H -2.4747 0.3507 0.9754 0.215
H 1.8088 1.8791 -0.1068 0.277
H 1.2917 -2.6506 -1.4584 0.212
C 0.7664 -0.9014 -0.1389 -0.267
C 0.9220 -2.2977 -0.4942 -0.101
H 1.4485 -0.8310 -2.9172 0.448
H -0.4526 3.0895 -0.3380 0.267
C 1.4877 1.3314 -2.8849 0.259
C 0.1697 -0.6501 1.1234 0.447
C -0.0317 -3.0504 1.4841 -0.085
C 0.6788 -3.3462 0.3170 -0.249
C -2.3097 1.3470 1.3449 -0.631
C -0.3599 -1.7596 1.8125 -0.285
C -0.4730 1.9850 -0.2731 -0.441
H -0.9960 -1.5444 2.7414 0.250
N 1.3287 0.0296 -2.3467 -0.524
H -0.5208 2.4910 1.9727 0.226
H -1.2491 1.7033 -0.9743 0.229
C -0.8348 1.5996 1.1708 0.133
C 1.0936 0.1093 -1.0510 0.437
H -0.5128 -3.8689 2.1378 0.246
```

Name the least stable of them. version P.

Version P
Below is C4H4O2S2 in the gas phase, with properties calculated with the ωB97M-V functional and the def2-TZVPD basis.

Computed properties:
**LUMO energy**: -0.76 eV
**Kohn-Sham gap**: 7.69 eV

Structure (XYZ):
```
12
Properties=species:S:1:pos:R:3:nbo_charge:R:1
H 0.5049 1.2251 -1.4922 0.299
C -0.4719 1.0547 2.0395 -0.190
O -0.4783 -2.3761 0.1417 -0.651
H 0.3485 1.3248 2.7279 0.228
C 0.0744 -1.2765 -0.5653 0.243
S -0.3538 2.4006 0.6228 0.219
H -1.6242 0.9196 2.3078 0.226
C 0.0503 -0.1582 0.1532 0.042
H -0.7028 -3.1252 -0.6979 0.508
O 0.0978 -0.2970 1.6502 -0.485
S 0.7355 -1.3242 -2.1456 -0.183
C 0.0823 1.0165 -0.4301 -0.257
```

Version Q
Below is C4H4O2S2 in the gas phase, with properties calculated with the ωB97M-V functional and the def2-TZVPD basis.

Computed properties:
**LUMO energy**: 0.05 eV
**Kohn-Sham gap**: 9.39 eV

Structure (XYZ):
```
12
Properties=species:S:1:pos:R:3:nbo_charge:R:1
H -0.9031 -1.2686 1.7069 0.207
O 2.2971 -0.5443 0.1421 -0.567
S 1.0213 0.1798 -2.0910 0.046
O -1.8920 -0.0182 0.2370 -0.460
H 0.5547 0.8836 1.4556 0.276
C -1.2028 1.1255 0.1268 0.184
H -0.6951 -1.6540 0.1056 0.203
H 2.0621 -0.8642 -2.2588 0.195
S -1.8076 2.5219 -0.3003 0.035
C -0.7578 -0.8078 0.7223 -0.060
C 1.2538 0.0201 -0.3777 0.384
C 0.0695 0.4262 0.5315 -0.442
```

Name the least stable of them. version P.